Entry 1:
Formula: C20H23Cl33N3O2S2
Source: OMol25
Level of theory: wB97M-V/def2-TZVPD

Each line ends with the Löwdin charge.
CARTESIAN COORDINATES (ANGSTROEM)
1 O -1.115 -1.717 3.458  -0.1226
2 C -0.529 -2.174 2.409  -0.5718
3 O 0.744 -2.764 2.531  -0.2639
4 C -1.136 -2.071 0.919  -0.1957
5 N -1.588 -0.706 0.533  -0.0916
6 C -0.482 0.283 0.516  -0.2743
7 C -1.144 1.775 0.514  -0.2275
8 C -1.789 2.119 1.947  -0.4640
9 S -3.573 2.636 1.911  0.7910
10 C -4.516 1.714 0.619  -0.9451
11 S -4.585 2.254 -0.988  0.6315
12 N -5.303 0.473 0.886  -0.1663
13 C -6.012 0.056 2.087  -0.1477
14 C -6.676 -1.321 1.718  -0.1541
15 N -6.380 -1.700 0.334  0.0205
16 C -5.559 -0.594 -0.101  -0.1422
17 H -2.087 -2.738 0.921  0.1288
18 H -0.452 -2.527 0.111  -0.0429
19 H -2.397 -0.399 1.089  0.0836
20 H 0.214 0.192 -0.405  0.0406
21 H 0.206 0.259 1.435  0.1206
22 H -1.850 1.880 -0.377  0.0639
23 H -0.261 2.504 0.315  0.0974
24 H -1.559 1.259 2.688  0.0961
25 H -1.201 3.029 2.362  0.0894
26 H -6.090 0.614 3.070  0.0422
27 H -7.342 -1.963 2.383  0.0799
28 H -5.134 -0.540 -1.171  0.1129
29 C 1.335 -5.530 -0.523  -1.5035
30 Cl 0.759 -3.863 -0.665  0.6256
31 Cl 0.912 -6.199 1.057  0.5166
32 Cl 0.667 -6.533 -1.823  0.4902
33 H 2.420 -5.527 -0.616  0.0138
34 C 2.811 1.669 -2.257  -1.5650
35 Cl 2.250 3.342 -2.389  0.5088
36 Cl 2.385 0.994 -0.679  0.5826
37 Cl 2.134 0.681 -3.559  0.5230
38 H 3.895 1.662 -2.350  -0.1418
39 C 5.935 5.310 -3.003  -1.4876
40 Cl 5.361 3.743 -2.418  0.5072
41 Cl 7.173 5.962 -1.921  0.5062
42 Cl 6.564 5.165 -4.652  0.5199
43 H 5.093 6.000 -3.017  0.0216
44 C -9.206 1.247 4.863  -1.5010
45 Cl -10.638 0.305 5.307  0.4894
46 Cl -8.190 1.541 6.282  0.5246
47 Cl -8.284 0.420 3.599  0.6223
48 H -9.536 2.208 4.473  0.0169
49 C 6.792 1.540 0.571  -1.4991
50 Cl 6.256 2.676 1.816  0.5373
51 Cl 5.403 0.850 -0.281  0.5375
52 Cl 7.887 2.337 -0.569  0.4804
53 H 7.334 0.730 1.056  0.0195
54 C -12.671 -3.587 5.413  -1.5393
55 Cl -12.928 -1.927 5.973  0.4900
56 Cl -12.950 -3.705 3.670  0.5186
57 Cl -11.040 -4.135 5.821  0.5242
58 H -13.387 -4.233 5.919  0.0124
59 C 10.791 4.859 -3.826  -1.5262
60 Cl 9.714 4.055 -2.676  0.4591
61 Cl 11.056 6.545 -3.355  0.5211
62 Cl 12.332 3.998 -3.945  0.5138
63 H 10.315 4.848 -4.805  0.0184
64 C 5.323 0.324 -6.019  -1.5083
65 Cl 6.830 -0.548 -6.338  0.5309
66 Cl 5.299 0.942 -4.362  0.5342
67 Cl 5.113 1.645 -7.178  0.5268
68 H 4.494 -0.371 -6.138  0.0203
69 C -8.504 3.507 -1.220  -1.5490
70 Cl -8.164 3.059 -2.898  0.5102
71 Cl -10.104 4.252 -1.086  0.5065
72 Cl -8.385 2.094 -0.163  0.5273
73 H -7.759 4.235 -0.902  0.0141
74 C 2.830 -8.448 4.032  -1.5399
75 Cl 3.160 -8.907 2.355  0.5003
76 Cl 1.238 -7.690 4.168  0.5230
77 Cl 2.941 -9.859 5.096  0.4977
78 H 3.581 -7.724 4.343  0.0172
79 C 10.142 -0.759 -4.484  -1.5515
80 Cl 9.064 -1.560 -3.333  0.5162
81 Cl 10.412 0.925 -4.015  0.4990
82 Cl 11.681 -1.626 -4.603  0.5173
83 H 9.666 -0.770 -5.463  -0.0183

Summary:
LUMO energy in eV: 0.539
HOMO energy in eV: -4.17
Energy in hartree: -17073.129976
2S+1: 1
Strongest force on any atom in hartree/bohr: 0.136
Net charge: -1
HOMO-LUMO gap in eV: 4.71


Entry 2:
Formula: C20H23Cl4N2O2P
Source: OMol25
Level of theory: wB97M-V/def2-TZVPD

Each line ends with the Löwdin charge.
CARTESIAN COORDINATES (ANGSTROEM)
1 Cl 2.355 -0.156 3.488  0.6070
2 C 2.943 0.364 1.906  -0.7857
3 C 3.859 -0.514 1.174  -0.6478
4 Cl 3.738 -2.221 1.469  0.6673
5 C 4.132 -0.155 -0.192  -0.4630
6 O 4.230 -0.961 -1.133  -0.0449
7 C 4.291 1.367 -0.427  -0.3538
8 O 5.099 1.821 -1.206  0.0745
9 C 3.457 2.257 0.445  -0.6235
10 Cl 3.270 3.878 -0.076  0.7008
11 C 2.942 1.829 1.636  -0.6904
12 Cl 2.031 2.882 2.616  0.7071
13 C -0.897 3.313 0.197  -0.0177
14 C -1.746 2.157 0.741  -0.6260
15 C -1.598 2.167 2.260  -0.0636
16 C -3.213 2.340 0.356  -0.0396
17 N -1.341 0.835 0.237  -0.1586
18 P -1.988 -0.607 0.870  1.2904
19 H 2.278 -0.007 1.175  0.0793
20 N -0.739 -1.392 -0.020  -0.1447
21 C -0.402 -2.819 0.167  -0.6188
22 C -1.636 -3.615 -0.265  -0.0428
23 C -0.088 -3.066 1.646  -0.0564
24 C 0.832 -3.287 -0.626  -0.0200
25 C -0.681 -0.766 -1.292  -0.1963
26 C -1.034 0.607 -1.132  -0.2010
27 C -1.432 1.362 -2.210  -0.0229
28 C -1.507 0.741 -3.463  -0.0482
29 C -1.163 -0.606 -3.619  -0.0490
30 C -0.739 -1.377 -2.534  -0.0125
31 H -0.967 3.441 -0.884  0.0665
32 H -1.267 4.246 0.653  0.1083
33 H 0.162 3.207 0.462  0.0595
34 H -2.139 1.350 2.747  0.0580
35 H -0.542 2.115 2.543  0.0428
36 H -1.990 3.119 2.649  0.1013
37 H -3.785 1.462 0.694  0.0694
38 H -3.620 3.247 0.825  0.1006
39 H -3.297 2.420 -0.735  0.0774
40 H -1.774 -3.495 -1.350  0.0781
41 H -1.509 -4.681 -0.018  0.1010
42 H -2.522 -3.215 0.255  0.0644
43 H 0.842 -2.560 1.935  0.0538
44 H -0.896 -2.737 2.310  0.0608
45 H 0.064 -4.148 1.796  0.1011
46 H 1.734 -2.725 -0.350  0.0601
47 H 0.999 -4.351 -0.378  0.1083
48 H 0.706 -3.230 -1.712  0.0657
49 H -1.808 2.387 -2.085  0.0994
50 H -1.837 1.325 -4.317  0.1123
51 H -1.215 -1.086 -4.594  0.1142
52 H -0.593 -2.458 -2.636  0.0978

Summary:
LUMO energy in eV: -3.146
HOMO energy in eV: -5.91
Energy in hartree: -3217.851008
Energy relative to the best compared isomer or geometry (same formula, charge and spin) in eV: 3.622
2S+1: 1
Strongest force on any atom in hartree/bohr: 0.083
Net charge: 0
HOMO-LUMO gap in eV: 2.77


Entry 3:
Formula: C20H23ClInPS
Source: OMol25
Level of theory: wB97M-V/def2-TZVPD

Each line ends with the Löwdin charge.
CARTESIAN COORDINATES (ANGSTROEM)
1 In 0.315 0.888 0.052  0.6178
2 Cl -0.172 3.028 0.998  0.0289
3 P -2.008 0.163 -1.089  1.0230
4 C -3.143 -1.141 -0.449  -0.3569
5 C -3.532 -2.251 -1.218  -0.0724
6 C -4.390 -3.208 -0.679  -0.0358
7 C -4.831 -3.104 0.647  -0.0250
8 C -4.432 -2.013 1.427  -0.0472
9 C -3.591 -1.043 0.885  -0.1118
10 C -3.149 1.618 -1.248  -0.3539
11 C -2.630 2.765 -1.870  -0.1096
12 C -3.288 3.987 -1.756  -0.0433
13 C -4.491 4.065 -1.038  -0.0220
14 C -5.075 2.893 -0.525  -0.0370
15 C -4.422 1.667 -0.649  -0.0644
16 C -1.953 -0.287 -2.862  -0.3892
17 C -0.710 -0.530 -3.470  -0.1069
18 C -0.638 -0.849 -4.828  -0.0558
19 C -1.797 -0.973 -5.601  -0.0310
20 C -3.041 -0.770 -4.988  -0.0316
21 C -3.122 -0.422 -3.632  -0.0865
22 H -1.724 2.695 -2.463  0.1104
23 H -2.843 4.860 -2.229  0.1229
24 H -4.969 5.030 -0.872  0.1237
25 H -6.030 2.881 0.012  0.1262
26 H -4.914 0.777 -0.252  0.1083
27 H -3.194 -2.372 -2.258  0.1102
28 H -4.674 -4.028 -1.341  0.1245
29 H -5.436 -3.899 1.087  0.1257
30 H -4.748 -1.911 2.465  0.1224
31 H -3.303 -0.172 1.486  0.1171
32 H 0.205 -0.459 -2.868  0.0729
33 H 0.333 -1.038 -5.283  0.1180
34 H -1.733 -1.230 -6.665  0.1279
35 H -3.973 -0.870 -5.546  0.1251
36 H -4.105 -0.298 -3.168  0.1260
37 H 0.041 -3.590 -0.150  0.0273
38 H 0.164 -3.597 -0.884  0.0345
39 C 3.611 0.400 2.326  -0.3153
40 S 2.118 -0.499 1.780  0.7640
41 C 3.094 -1.674 0.767  -0.3340
42 H 3.373 1.422 2.622  0.0600
43 H 4.351 0.450 1.518  0.0678
44 H 4.023 -0.129 3.190  0.0745
45 H 3.498 -1.146 -0.111  0.0642
46 H 3.894 -2.032 1.435  0.0731
47 H 2.454 -2.511 0.472  0.0332

Summary:
LUMO energy in eV: -9.605
HOMO energy in eV: -14.72
Energy in hartree: -2165.151064
Energy relative to the best compared isomer or geometry (same formula, charge and spin) in eV: 0.000
2S+1: 1
Strongest force on any atom in hartree/bohr: 0.080
Net charge: +2
HOMO-LUMO gap in eV: 5.11


Entry 4:
Formula: C20H23F3N4O3
Source: OMol25
Level of theory: wB97M-V/def2-TZVPD

Each line ends with the Löwdin charge.
CARTESIAN COORDINATES (ANGSTROEM)
1 C -3.424 1.748 4.987  -0.0934
2 C -2.525 2.317 3.889  -0.1905
3 C -1.473 1.338 3.506  -0.3106
4 C -0.374 0.892 4.287  0.0469
5 C 0.260 -0.011 3.485  -0.2208
6 C 1.488 -0.848 3.649  -0.0815
7 N 2.071 -1.136 2.362  0.0767
8 C 1.902 -2.344 1.780  -0.4943
9 O 1.547 -3.335 2.383  0.0678
10 C 2.204 -2.344 0.286  -0.0151
11 C 1.284 -1.331 -0.450  -0.2119
12 C 2.055 -0.033 -0.668  -0.4372
13 O 2.342 0.707 0.265  0.0408
14 N 2.462 0.246 -1.912  0.1163
15 C 2.195 -0.521 -3.109  -0.1307
16 C 1.701 -1.923 -2.728  -0.1406
17 N 0.739 -1.916 -1.655  -0.1156
18 C -0.641 -1.583 -1.967  -0.1009
19 C -0.932 -0.115 -2.222  -0.1175
20 C -1.105 0.708 -1.109  -0.0249
21 C -1.299 2.071 -1.222  -0.0469
22 C -1.350 2.660 -2.473  -0.0594
23 C -1.234 1.864 -3.595  -0.0168
24 C -1.023 0.489 -3.480  -0.0901
25 C -1.004 -0.211 -4.814  -0.5799
26 F -0.574 -1.480 -4.842  0.1314
27 F -2.233 -0.231 -5.365  0.1440
28 F -0.215 0.440 -5.697  0.1230
29 O -0.404 -0.100 2.320  -0.0099
30 N -1.470 0.741 2.344  0.1156
31 H -2.843 1.512 5.875  0.0705
32 H -4.190 2.471 5.255  0.0696
33 H -3.911 0.839 4.641  0.0796
34 H -3.119 2.550 3.004  0.1112
35 H -2.047 3.232 4.245  0.1155
36 H -0.104 1.200 5.275  0.1157
37 H 1.231 -1.811 4.107  0.1344
38 H 2.202 -0.325 4.293  0.1342
39 H 2.262 -0.332 1.762  0.1003
40 H 1.999 -3.344 -0.097  0.1288
41 H 3.258 -2.109 0.129  0.1316
42 H 0.454 -1.105 0.223  0.1327
43 H 2.955 1.122 -2.024  0.1567
44 H 1.454 0.008 -3.718  0.0969
45 H 3.115 -0.597 -3.696  0.1258
46 H 2.555 -2.516 -2.388  0.1240
47 H 1.271 -2.414 -3.600  0.1194
48 H -0.937 -2.208 -2.808  0.1210
49 H -1.235 -1.894 -1.103  0.1375
50 H -1.114 0.274 -0.122  0.0854
51 H -1.420 2.663 -0.328  0.1073
52 H -1.501 3.723 -2.580  0.1061
53 H -1.309 2.302 -4.579  0.1222

Summary:
LUMO energy in eV: 0.709
HOMO energy in eV: -8.61
Energy in hartree: -1520.291316
Energy relative to the best compared isomer or geometry (same formula, charge and spin) in eV: 0.903
2S+1: 1
Strongest force on any atom in hartree/bohr: 0.024
Net charge: 0
HOMO-LUMO gap in eV: 9.32


Entry 5:
Formula: C20H23F3NO6S
Source: OMol25
Level of theory: wB97M-V/def2-TZVPD

Each line ends with the Löwdin charge.
CARTESIAN COORDINATES (ANGSTROEM)
1 C 2.310 -0.164 -2.918  -0.1286
2 C 1.177 -1.020 -2.362  -0.2758
3 C 1.542 -2.479 -2.131  -0.2221
4 C 0.382 -3.253 -1.474  -0.1949
5 C -0.124 -2.666 -0.206  -0.1264
6 C -1.537 -2.647 0.111  -0.4974
7 O -2.089 -2.080 1.043  0.0201
8 O -2.227 -3.357 -0.826  -0.0550
9 C -3.638 -3.381 -0.578  -0.2570
10 C -4.282 -4.216 -1.656  -0.0905
11 C 0.757 -2.573 0.949  -0.4954
12 O 0.529 -2.074 2.035  0.0411
13 O 1.962 -3.137 0.663  -0.0571
14 C 2.855 -3.026 1.773  -0.2594
15 C 4.156 -3.694 1.407  -0.0888
16 H 1.935 0.848 -3.091  0.0559
17 H 3.141 -0.102 -2.208  0.0674
18 H 2.682 -0.559 -3.868  0.0606
19 H 0.831 -0.601 -1.407  0.1025
20 H 0.318 -0.996 -3.046  0.1091
21 H 1.799 -2.966 -3.084  0.1037
22 H 2.414 -2.564 -1.474  0.0954
23 H -0.465 -3.294 -2.171  0.1064
24 H 0.717 -4.286 -1.271  0.1087
25 H -3.835 -3.796 0.420  0.1205
26 H -4.008 -2.348 -0.606  0.1194
27 H -5.347 -4.308 -1.438  0.0653
28 H -4.167 -3.725 -2.628  0.0721
29 H -3.843 -5.218 -1.703  0.0739
30 H 3.001 -1.959 1.984  0.1233
31 H 2.405 -3.495 2.658  0.1201
32 H 4.825 -3.642 2.268  0.0653
33 H 4.005 -4.748 1.146  0.0737
34 H 4.632 -3.174 0.567  0.0714
35 F -3.270 0.391 2.176  0.0928
36 C -2.482 1.481 2.024  -0.8137
37 F -3.237 2.593 2.238  0.0703
38 F -1.493 1.445 2.958  0.0891
39 S -1.794 1.516 0.349  1.1534
40 N -1.138 3.136 0.498  -0.2355
41 C 0.243 3.333 0.739  -0.3918
42 O 1.088 2.460 0.799  0.1210
43 C 0.372 4.812 0.888  -0.0904
44 C -0.848 5.413 0.647  -0.0864
45 C -1.011 6.793 0.769  0.0057
46 C 0.107 7.558 1.147  -0.0672
47 C 1.348 6.939 1.392  -0.0647
48 C 1.490 5.548 1.263  0.0092
49 C -1.849 4.355 0.307  -0.3829
50 O -3.001 4.467 -0.060  0.1089
51 H -1.988 7.239 0.583  0.1211
52 H 0.017 8.644 1.261  0.1045
53 H 2.207 7.550 1.691  0.1049
54 H 2.427 5.027 1.455  0.1243

Summary:
LUMO energy in eV: 1.332
HOMO energy in eV: -2.88
Energy in hartree: -1979.979422
Energy relative to the best compared isomer or geometry (same formula, charge and spin) in eV: 0.000
2S+1: 1
Strongest force on any atom in hartree/bohr: 0.058
Net charge: -1
HOMO-LUMO gap in eV: 4.21


Entry 6:
Formula: C20H23F6N2O4S3Tm
Source: OMol25
Level of theory: wB97M-V/def2-TZVPD

Each line ends with the Löwdin charge.
CARTESIAN COORDINATES (ANGSTROEM)
1 Tm -0.362 -0.245 0.022  1.2667
2 C 2.252 2.790 0.656  -0.5238
3 C 1.068 3.428 1.382  -0.5044
4 S -0.341 2.333 1.658  0.8970
5 C -1.716 3.339 1.053  -0.5134
6 C -1.608 3.862 -0.381  -0.5118
7 S -1.333 2.549 -1.578  0.9048
8 C -0.013 3.224 -2.589  -0.5233
9 C 1.316 3.502 -1.882  -0.5087
10 S 1.914 2.072 -0.961  0.8940
11 H 3.052 3.532 0.580  0.0782
12 H 2.635 1.945 1.227  0.0606
13 H 1.415 3.794 2.351  0.0745
14 H 0.712 4.301 0.835  0.0526
15 H -2.567 2.661 1.133  0.0570
16 H -1.886 4.170 1.741  0.0776
17 H -2.538 4.389 -0.609  0.0756
18 H -0.808 4.599 -0.470  0.0563
19 H 0.129 2.453 -3.351  0.0527
20 H -0.358 4.130 -3.095  0.0767
21 H 2.054 3.782 -2.636  0.0730
22 H 1.229 4.353 -1.204  0.0582
23 N 0.788 -2.547 -0.763  -0.0128
24 C 0.535 -2.896 -2.174  -0.2451
25 C 1.164 -1.874 -3.109  -0.1004
26 C 0.460 -0.527 -3.153  -0.6466
27 O 0.665 0.245 -4.083  0.0161
28 O -0.313 -0.290 -2.148  -0.2260
29 H 1.787 -2.554 -0.578  0.0679
30 H 0.388 -3.253 -0.153  0.0899
31 H -0.544 -2.917 -2.328  0.1104
32 H 0.915 -3.894 -2.411  0.1072
33 H 1.218 -2.260 -4.128  0.1145
34 H 2.200 -1.684 -2.801  0.1230
35 F -0.864 -0.806 1.903  -0.4829
36 F -5.822 -3.503 2.088  0.0906
37 C -5.025 -2.548 1.579  -0.1568
38 C -3.841 -2.880 0.948  -0.1467
39 F -3.471 -4.164 0.856  0.1086
40 C -3.057 -1.886 0.417  -0.1404
41 F -1.879 -2.220 -0.177  0.0257
42 C -3.357 -0.523 0.487  -0.3081
43 O -2.551 0.382 0.007  -0.2229
44 C -4.568 -0.232 1.127  -0.1337
45 F -4.950 1.050 1.259  0.0942
46 C -5.375 -1.214 1.663  -0.1502
47 F -6.518 -0.874 2.276  0.1010
48 O 1.703 -0.200 0.707  -0.4055
49 N 2.472 -1.178 1.257  -0.2186
50 C 3.643 -1.513 0.597  -0.1008
51 C 4.354 -2.608 1.003  -0.1344
52 C 3.918 -3.416 2.073  -0.1446
53 C 2.692 -3.039 2.702  -0.1171
54 C 1.989 -1.948 2.294  -0.0797
55 H 3.923 -0.844 -0.203  0.1098
56 H 5.273 -2.831 0.473  0.0900
57 H 4.475 -4.285 2.389  0.0657
58 H 2.287 -3.612 3.526  0.0890
59 H 1.041 -1.622 2.697  0.0991

Summary:
LUMO energy (spin up / spin down) in eV: 2.264 / 2.261
HOMO energy (spin up / spin down) in eV: -2.23 / -5.39
Energy in hartree: -4065.541667
Energy relative to the best compared isomer or geometry (same formula, charge and spin) in eV: 0.102
2S+1: 4
Strongest force on any atom in hartree/bohr: 0.021
Net charge: -1
HOMO-LUMO gap (spin up / spin down) in eV: 4.49 / 7.65